{
  "formula": "C40H47BF4N12O3PtSSi",
  "method": "ωB97M-V with the def2-TZVPD basis set",
  "mol_weight_g_mol": 1085.9,
  "homo_energy_ha": [-0.3725, -0.3988],
  "energy_ev": -99769.301,
  "total_charge": 1,
  "gap_ev": [6.2, 4.9],
  "spin_multiplicity": 4,
  "relative_energy_kj_mol": 0.00,
  "max_force_ev_per_a": 0.797,
  "species": ["Pt", "C", "C", "C", "C", "N", "N", "B", "N", "C", "C", "C", "C", "N", "N", "C", "C", "C", "C", "N", "N", "C", "C", "C", "C", "N", "H", "H", "H", "H", "H", "H", "H", "H", "H", "H", "H", "H", "H", "H", "H", "H", "H", "H", "H", "H", "C", "C", "C", "C", "O", "Si", "S", "O", "C", "C", "C", "C", "O", "C", "C", "C", "C", "H", "H", "H", "H", "H", "H", "H", "H", "H", "H", "H", "H", "H", "H", "H", "H", "H", "H", "H", "H", "H", "H", "H", "H", "H", "H", "H", "F", "C", "C", "F", "C", "C", "C", "F", "C", "C", "C", "N", "C", "N", "F", "C", "C", "N", "C", "N"],
  "positions_angstrom": [[-1.4759, -0.5733, 0.0353], [-3.6181, 2.0888, -2.1628], [-4.1071, 1.5607, -0.8527], [-5.3000, 1.9442, -0.2270], [-5.4367, 1.1153, 0.8569], [-4.3710, 0.2958, 0.9022], [-3.5495, 0.5712, -0.1455], [-4.2162, -1.0588, 1.6390], [-2.9276, -1.0638, 2.5266], [-2.8454, -1.2578, 3.8472], [-1.5178, -1.3313, 4.2061], [-0.8040, -1.1801, 3.0252], [0.6713, -1.2150, 2.8754], [-1.6749, -1.0285, 2.0110], [-3.9862, -2.1176, 0.5186], [-4.7711, -3.0776, 0.0013], [-4.1478, -3.6154, -1.1054], [-2.9470, -2.9246, -1.2463], [-1.8750, -3.1039, -2.2682], [-2.8794, -2.0213, -0.2616], [-5.4047, -1.3103, 2.5321], [-5.8338, -0.4796, 3.5233], [-6.9435, -1.0433, 4.0855], [-7.1419, -2.2459, 3.3666], [-8.2238, -3.2632, 3.5519], [-6.2164, -2.3977, 2.4388], [-4.4685, 2.4845, -2.7155], [-2.9091, 2.9042, -2.0387], [-3.1592, 1.3068, -2.7590], [-5.9868, 2.7030, -0.5659], [-6.2404, 1.0356, 1.5698], [-3.7288, -1.3557, 4.4541], [-1.1127, -1.4850, 5.1927], [1.1265, -1.4828, 3.8269], [0.9887, -1.9285, 2.1206], [1.0605, -0.2285, 2.5992], [-5.6984, -3.3194, 0.4905], [-4.5108, -4.4135, -1.7314], [-1.6993, -4.1646, -2.4408], [-2.1685, -2.6517, -3.2159], [-0.9426, -2.6430, -1.9521], [-5.3210, 0.4433, 3.7534], [-7.5376, -0.6535, 4.8966], [-8.8762, -2.9811, 4.3757], [-8.8299, -3.3527, 2.6499], [-7.8016, -4.2455, 3.7648], [3.9490, 1.5852, -2.6604], [4.0616, 0.0663, -2.5998], [3.7980, -0.5678, -3.9509], [5.4186, -0.3609, -2.0602], [3.0208, -0.4436, -1.7017], [2.8486, -0.5338, -0.1279], [0.7141, 0.2602, 0.1776], [3.5818, 0.5949, 0.7106], [4.4672, 0.8745, 1.8324], [5.0470, 2.2523, 1.5699], [5.5556, -0.1863, 1.8876], [3.6385, 0.8613, 3.1052], [2.8362, -1.9856, 0.5336], [3.0201, -3.3743, 0.1173], [4.4700, -3.7349, 0.3865], [2.0835, -4.2009, 0.9823], [2.6705, -3.5394, -1.3543], [4.8662, 2.0061, -3.0752], [3.8043, 1.9967, -1.6586], [3.1157, 1.8876, -3.2966], [4.4805, -0.1462, -4.6908], [2.7792, -0.3655, -4.2737], [3.9534, -1.6484, -3.9094], [6.1931, -0.1251, -2.7898], [5.4419, -1.4386, -1.8768], [5.6530, 0.1650, -1.1307], [5.5419, 2.2752, 0.5972], [5.7774, 2.5056, 2.3399], [4.2570, 3.0055, 1.5764], [6.1886, -0.1438, 0.9999], [5.1113, -1.1827, 1.9562], [6.1838, -0.0272, 2.7643], [2.7895, 1.5433, 3.0143], [4.2504, 1.1869, 3.9472], [3.2738, -0.1469, 3.3138], [4.7039, -3.6151, 1.4461], [5.1393, -3.0953, -0.1939], [4.6564, -4.7728, 0.1063], [2.2907, -4.0327, 2.0408], [2.2214, -5.2612, 0.7681], [1.0413, -3.9420, 0.7748], [3.3765, -3.0091, -1.9944], [1.6682, -3.1512, -1.5572], [2.6919, -4.5976, -1.6167], [-0.4962, 2.6465, -0.5034], [-0.0959, 3.5384, -1.4293], [0.0672, 4.8359, -1.0182], [-0.2123, 5.1128, 0.2514], [0.5066, 5.8507, -1.8871], [0.7752, 5.4133, -3.1994], [0.6084, 4.1093, -3.5962], [0.8825, 3.8172, -4.8654], [0.1533, 3.1049, -2.7298], [-0.0027, 1.7150, -3.1560], [-0.6847, 0.7621, -2.4561], [-1.3545, -0.0541, -1.9210], [0.5747, 1.2026, -4.3632], [1.0359, 0.7342, -5.3091], [1.2159, 6.2762, -4.1037], [0.6665, 7.2095, -1.4731], [0.9800, 8.2633, -2.3750], [1.1939, 9.1487, -3.0821], [0.5053, 7.6274, -0.1224], [0.4079, 8.0092, 0.9614]],
  "forces_ev_per_angstrom": [[0.05, -0.23, -0.14], [0.01, -0.04, 0.07], [0.05, -0.01, -0.11], [-0.04, 0.03, -0.09], [-0.04, -0.04, -0.02], [0.12, 0.04, 0.03], [0.34, 0.00, 0.42], [-0.05, -0.12, -0.14], [-0.04, -0.10, 0.03], [-0.01, -0.09, 0.04], [0.01, 0.01, 0.08], [0.03, -0.09, -0.05], [-0.04, 0.15, -0.10], [0.05, 0.34, -0.01], [-0.16, -0.04, -0.06], [0.03, -0.05, 0.06], [-0.08, -0.09, -0.04], [0.03, 0.10, 0.06], [-0.08, -0.01, 0.02], [0.09, -0.16, -0.09], [0.07, 0.19, -0.11], [0.00, -0.05, -0.07], [-0.11, -0.04, 0.08], [-0.12, -0.04, 0.08], [0.05, 0.01, -0.04], [0.13, 0.12, 0.05], [0.00, 0.02, 0.03], [0.15, 0.06, 0.06], [-0.05, 0.03, 0.00], [0.05, -0.06, 0.02], [0.05, -0.04, -0.03], [0.00, -0.01, -0.07], [-0.02, 0.00, -0.08], [0.00, -0.02, 0.00], [0.03, -0.06, -0.01], [-0.01, -0.02, 0.09], [0.02, 0.01, -0.01], [0.03, 0.03, 0.05], [-0.03, 0.00, 0.01], [0.01, 0.02, 0.01], [0.05, -0.01, 0.01], [-0.01, -0.06, -0.03], [0.03, -0.03, -0.05], [0.00, -0.01, 0.00], [0.00, 0.02, 0.02], [0.00, 0.03, 0.01], [-0.08, -0.04, 0.05], [0.19, 0.07, -0.06], [-0.04, -0.07, 0.06], [-0.03, 0.04, 0.15], [-0.20, -0.02, -0.22], [-0.11, -0.25, 0.12], [-0.23, 0.20, 0.21], [0.06, 0.15, -0.01], [0.07, -0.11, 0.13], [-0.06, 0.04, -0.09], [-0.08, -0.08, -0.09], [-0.07, -0.01, -0.04], [0.11, -0.14, 0.07], [-0.04, -0.07, -0.10], [0.05, 0.06, 0.03], [-0.04, 0.07, 0.03], [0.00, 0.11, 0.00], [-0.05, 0.01, -0.04], [0.07, 0.00, -0.03], [-0.01, -0.01, 0.04], [-0.02, -0.03, 0.01], [0.09, -0.04, -0.03], [0.02, 0.05, -0.01], [0.01, 0.00, 0.02], [-0.01, 0.05, -0.04], [0.00, -0.03, -0.06], [0.02, 0.00, 0.05], [-0.03, -0.01, -0.03], [0.04, -0.01, -0.01], [0.00, -0.01, 0.04], [0.05, 0.06, 0.03], [0.00, 0.00, -0.02], [0.04, -0.03, 0.01], [-0.02, -0.02, -0.01], [0.03, 0.05, 0.01], [0.00, -0.02, -0.04], [-0.02, -0.05, 0.03], [0.00, 0.03, 0.00], [-0.01, -0.02, -0.03], [-0.01, 0.02, 0.01], [0.04, -0.02, 0.02], [-0.04, -0.04, 0.02], [0.04, -0.04, 0.00], [0.00, 0.02, 0.01], [-0.26, 0.20, -0.16], [-0.07, -0.08, 0.16], [-0.03, 0.02, 0.09], [0.00, 0.02, 0.03], [0.03, 0.11, 0.02], [0.06, 0.08, 0.00], [-0.05, -0.07, -0.08], [-0.01, -0.06, -0.03], [-0.08, -0.20, -0.28], [0.17, -0.18, -0.25], [-0.34, -0.21, 0.21], [0.33, 0.72, -0.07], [0.14, 0.11, 0.16], [-0.15, 0.05, 0.03], [-0.01, 0.00, 0.00], [0.00, 0.14, 0.06], [-0.09, -0.10, -0.02], [0.03, -0.06, 0.11], [0.05, -0.05, -0.07], [-0.01, -0.03, -0.11]],
  "mulliken_spin": [0.58, 0.00, -0.01, 0.01, -0.01, -0.04, 0.27, 0.01, 0.00, 0.01, 0.00, -0.06, 0.14, 0.05, -0.02, 0.00, 0.00, -0.03, 0.01, 0.17, 0.00, 0.00, 0.00, 0.00, 0.00, 0.00, 0.00, 0.00, 0.00, 0.00, 0.00, 0.00, 0.00, 0.01, -0.06, 0.01, 0.00, 0.00, 0.00, 0.00, 0.00, 0.00, 0.00, 0.00, 0.00, 0.00, 0.00, 0.00, 0.00, 0.00, 0.03, 0.05, 0.84, 0.03, 0.00, 0.00, 0.00, 0.00, -0.04, 0.00, 0.00, 0.00, 0.00, 0.00, 0.00, 0.00, 0.00, 0.00, 0.00, 0.00, 0.00, 0.00, 0.00, 0.00, 0.00, 0.00, 0.00, 0.00, 0.00, 0.00, 0.00, 0.00, 0.00, 0.00, 0.00, 0.00, 0.00, 0.00, 0.00, 0.00, -0.01, -0.03, 0.11, 0.01, -0.06, 0.10, -0.03, 0.00, 0.05, 0.09, -0.01, 0.09, -0.01, 0.01, 0.01, 0.40, -0.04, 0.21, -0.04, 0.20]
}